No. 1
9 unconnected molecules or ions with the total composition C30H72BN4O19 at a distorted geometry. Source: OMol25; level of theory: the ωB97M-V functional and the def2-TZVPD basis.

Values from the calculation:
Charge = -1
M = 803.727 g/mol
HOMO = -6.63 eV

Cartesian coordinates (Å):
O -1.8978 3.0476 4.2167
C -1.8485 2.3219 3.2703
O -2.0426 2.6843 2.0045
B -1.9658 1.5148 1.1240
O -1.5149 0.4098 2.0093
C -1.5326 0.8064 3.2689
O -1.3373 0.1223 4.2276
O -1.0184 1.7054 0.0304
C -1.5923 1.4341 -1.1364
O -1.0515 1.4429 -2.1978
C -3.0732 1.0760 -0.8271
O -3.2378 1.1350 0.4874
O -3.9166 0.7911 -1.6260
C -3.0719 6.0777 5.2236
O -2.7053 4.9937 6.0328
H -3.0937 7.0212 5.7637
H -2.3349 6.1934 4.4095
H -4.0055 5.9619 4.6535
H -2.4600 4.2820 5.4237
C -0.8826 6.2445 1.2291
O -0.1594 5.2169 1.9096
H -1.3502 5.8759 0.3104
H -1.6930 6.6041 1.8710
H -0.2107 7.0475 0.9348
H -0.6470 4.4134 1.7002
C -4.7461 4.3479 -0.0660
O -3.9196 4.7947 -1.1356
H -4.5339 3.2983 0.1523
H -4.4484 4.8214 0.8726
H -5.7982 4.5492 -0.2673
H -3.8287 4.0738 -1.7642
C 0.7603 3.8980 -1.1847
O 1.6362 4.9513 -1.5412
H 0.9122 3.0204 -1.8149
H 0.8264 3.6045 -0.1322
H -0.2688 4.2457 -1.3098
H 2.4949 4.6645 -1.1526
C -3.7596 -2.4298 0.6767
O -3.5137 -3.7965 0.4875
C -4.1028 -4.3239 -0.6698
C -3.8363 -5.8210 -0.6733
N -2.4539 -6.1474 -0.2763
C -1.5160 -5.6959 -1.3164
C -0.0903 -6.0994 -0.9370
O 0.1314 -5.8014 0.4087
C 1.3351 -6.1285 0.9945
H -3.3046 -1.7972 -0.0946
H -3.3275 -2.1348 1.6311
H -4.8418 -2.2332 0.7078
H -3.6521 -3.8849 -1.5737
H -5.1796 -4.1039 -0.6460
H -4.1721 -6.3174 -1.5999
H -4.5388 -6.2631 0.0465
H -2.4743 -7.1540 -0.4606
H -1.5126 -4.6137 -1.4048
H -1.7123 -6.1374 -2.3066
H 0.6086 -5.4971 -1.5440
H 0.1681 -7.1537 -1.1333
H 1.3991 -7.2248 1.0921
H 1.3469 -5.6891 1.9887
H 2.2190 -5.8013 0.4283
C 5.5415 1.6645 -3.4582
O 5.5390 2.4544 -2.2914
C 5.2958 3.8190 -2.5115
C 5.2790 4.5279 -1.1831
N 4.0580 4.1699 -0.4458
C 4.2490 4.3787 0.9913
C 3.0392 3.8452 1.7631
O 2.8605 2.4984 1.4005
C 1.7148 1.9239 1.9772
H 4.5577 1.1929 -3.5880
H 6.2052 0.8124 -3.3003
H 5.8032 2.2352 -4.3501
H 4.3271 4.0178 -3.0012
H 6.0164 4.2236 -3.2369
H 5.3644 5.6076 -1.3456
H 6.1838 4.2719 -0.6118
H 3.9636 3.1785 -0.6596
H 4.3853 5.4454 1.1567
H 5.1075 3.7899 1.3434
H 2.1910 4.5046 1.5509
H 3.3204 3.8684 2.8258
H 1.6845 0.8726 1.6983
H 0.7864 2.4534 1.7576
H 1.8239 1.9025 3.0754
C 2.2675 0.4053 -1.3148
O 2.1101 -0.9613 -1.6583
C 3.0616 -1.5241 -2.5472
C 2.3778 -2.6798 -3.2242
N 1.4311 -2.2152 -4.2513
C 0.4635 -3.2485 -4.6155
C -0.9740 -2.8228 -4.4757
O -1.3824 -2.5851 -3.1513
C -2.5680 -1.8373 -3.1385
H 1.5465 0.5838 -0.5182
H 1.9457 1.0122 -2.1696
H 3.2670 0.7004 -0.9818
H 3.9117 -1.8734 -1.9486
H 3.3956 -0.7751 -3.2756
H 1.9552 -3.3163 -2.4350
H 3.1232 -3.2971 -3.7419
H 0.9582 -1.4438 -3.7828
H 0.6570 -4.1982 -4.1016
H 0.6134 -3.5184 -5.6682
H -1.6063 -3.6042 -4.9239
H -1.1031 -1.8885 -5.0415
H -2.4246 -0.8166 -3.5075
H -2.9886 -1.7440 -2.1383
H -3.3625 -2.3342 -3.7158
C 0.4300 -2.5062 4.8242
C -0.4764 -2.9855 3.6858
C 0.2345 -2.6856 2.3747
O -0.4273 -3.2241 1.2723
C 0.1308 -2.8173 0.0482
N -0.8822 -4.4119 3.7990
H 1.1755 -3.1777 5.2489
H -0.2561 -2.2385 5.6398
H 0.8865 -1.5323 4.6249
H -1.3899 -2.3980 3.7358
H 1.2848 -3.0312 2.3789
H 0.2611 -1.5849 2.3108
H -0.6506 -2.9202 -0.6913
H 1.0122 -3.4378 -0.1794
H 0.5895 -1.8288 0.1468
H -0.1013 -4.9852 4.1126
H -1.4568 -4.3551 4.6427

No. 2
A molecular structure, C4H4BrN at a distorted geometry. Source: OMol25; level of theory: the ωB97M-V functional and the def2-TZVPD basis.

Values from the calculation:
Relative energy (zero: lowest compared OMol25 entry of this formula, charge and spin) = 110.0 kcal/mol
M = 145.987 g/mol
HOMO (spin up / spin down) = -8.85 / -8.71 eV

Cartesian coordinates (Å):
C 0.4365 -1.8567 0.0122
C -0.1339 2.2169 0.0580
C 0.5191 1.1266 -0.2362
C -0.8891 -1.8601 -0.0752
N 1.6130 -1.7866 0.0568
Br 2.1878 0.5379 0.1258
H 0.3290 3.1011 0.4892
H -1.1838 2.3197 -0.1602
H -1.3466 -1.8837 -1.0527
H -1.5319 -1.9152 0.7823

No. 3
C20H28ClN3O in the gas phase. Source: OMol25; level of theory: the ωB97M-V functional and the def2-TZVPD basis.

Values from the calculation:
SMILES = Cc1ccccc1C[C@@]1(CO)CCCN(Cc2c(C)nn(C)c2Cl)C1
M = 361.917 g/mol
HOMO = -8.85 eV

Cartesian coordinates (Å):
C -0.5038 -2.6196 -2.1638
C -0.7899 -2.6598 -0.6898
C -2.1263 -2.7300 -0.3057
C -2.5007 -2.8120 1.0208
C -1.5215 -2.8732 1.9963
C -0.1921 -2.7998 1.6291
C 0.1989 -2.6470 0.3002
C 1.6660 -2.4693 0.0054
H 1.8930 -2.8246 -1.0003
H 2.2456 -3.0757 0.7056
C 2.1642 -1.0043 0.1215
C 1.2608 -0.0871 -0.7070
N 1.7355 1.2858 -0.6615
C 3.0105 1.3782 -1.3507
C 4.0549 0.5305 -0.6250
H 4.2483 0.9638 0.3553
C 3.5850 -0.9151 -0.4581
H 4.2830 -1.4545 0.1846
H 3.5887 -1.4017 -1.4385
H 4.9859 0.5471 -1.1953
H 3.3287 2.4244 -1.3600
H 2.9167 1.0401 -2.3996
C 0.7380 2.2266 -1.1587
C -0.4839 2.1862 -0.3035
C -1.6856 1.5608 -0.5810
N -2.4936 1.7054 0.4895
N -1.8763 2.3890 1.4509
C -0.6670 2.6866 1.0057
C 0.3045 3.4407 1.8377
H -0.2304 3.9830 2.6118
H 1.0046 2.7561 2.3150
H 0.8712 4.1376 1.2245
C -3.8182 1.1870 0.6674
H -3.8059 0.0955 0.6269
H -4.1649 1.5138 1.6446
H -4.4858 1.5666 -0.1082
Cl -2.2106 0.7344 -1.9783
H 1.1809 3.2267 -1.1235
H 0.4580 2.0078 -2.2044
H 0.2491 -0.1231 -0.3001
H 1.2312 -0.4481 -1.7492
C 2.1100 -0.5769 1.6034
H 1.0707 -0.6900 1.9486
O 2.5398 0.7293 1.8733
H 2.1768 1.2828 1.1549
H 2.7469 -1.2381 2.2007
H 0.5687 -2.8685 2.3927
H -1.7909 -2.9782 3.0367
H -3.5463 -2.8556 1.2898
H -2.8876 -2.7218 -1.0738
H 0.4690 -3.0381 -2.4061
H -1.2619 -3.1879 -2.6996
H -0.5388 -1.5962 -2.5348

No. 4
A molecular structure, C47H49MgN4O3P2 at a distorted geometry. Source: OMol25; level of theory: the ωB97M-V functional and the def2-TZVPD basis.

Values from the calculation:
Charge = +1
Relative energy (zero: lowest compared OMol25 entry of this formula, charge and spin) = 29.9 kcal/mol
M = 804.187 g/mol
HOMO = -8.76 eV

Cartesian coordinates (Å):
Mg -0.6109 -0.3508 0.8735
O 1.9306 0.3836 -1.3002
P 2.2843 1.2802 -2.4416
C 0.8453 1.5572 -3.5403
P -0.6087 2.2005 -2.6532
O -0.8365 1.5132 -1.3391
C -1.9951 1.9103 -3.7633
C -1.8969 2.0393 -5.1494
C -2.9979 1.7696 -5.9487
C -4.2001 1.3823 -5.3688
C -4.3055 1.2645 -3.9886
C -3.2037 1.5237 -3.1848
C -0.4399 3.9788 -2.4763
C -0.8583 4.5397 -1.2701
C -0.8037 5.9152 -1.0890
C -0.3364 6.7303 -2.1124
C 0.0646 6.1745 -3.3212
C 0.0116 4.8025 -3.5055
C 3.5698 0.6115 -3.5028
C 4.8875 1.0567 -3.4000
C 5.8901 0.4226 -4.1215
C 5.5815 -0.6528 -4.9424
C 4.2716 -1.1074 -5.0408
C 3.2678 -0.4819 -4.3190
C 2.8277 2.9074 -1.9110
C 3.2503 3.8935 -2.8028
C 3.6407 5.1335 -2.3231
C 3.6132 5.3923 -0.9567
C 3.2028 4.4104 -0.0642
C 2.8131 3.1664 -0.5433
H 0.5429 0.5795 -3.9208
H 1.1210 2.1932 -4.3855
H -0.9654 2.3488 -5.6122
H -2.9178 1.8580 -7.0258
H -5.0563 1.1690 -5.9971
H -5.2470 0.9734 -3.5373
H -3.2693 1.4196 -2.1064
H -1.2325 3.8919 -0.4852
H -1.1322 6.3518 -0.1531
H -0.2887 7.8032 -1.9704
H 0.4180 6.8137 -4.1220
H 0.3126 4.3802 -4.4602
H 5.1298 1.8945 -2.7571
H 6.9138 0.7655 -4.0380
H 6.3660 -1.1454 -5.5039
H 4.0362 -1.9533 -5.6745
H 2.2510 -0.8551 -4.3801
H 3.2869 3.6871 -3.8696
H 3.9669 5.9034 -3.0129
H 3.9249 6.3624 -0.5869
H 3.1935 4.6122 1.0007
H 2.5031 2.3734 0.1275
N 1.5109 -0.6541 1.2439
C 1.9375 -0.2466 2.6096
C 1.7978 1.2580 2.8253
C 0.3627 1.7821 2.8520
N -0.2903 1.6631 1.5202
H 1.6591 -1.6563 1.1454
H 2.1000 -0.2245 0.5275
H 2.9692 -0.5410 2.8037
H 1.2872 -0.7633 3.3125
H 2.3720 1.8008 2.0611
H 2.2571 1.5014 3.7849
H 0.3693 2.8175 3.1918
H -0.2190 1.1914 3.5602
H 0.2353 2.1781 0.8147
H -1.2106 2.0977 1.5400
O -0.7117 -1.1407 -0.9869
C -2.0188 -1.3804 -1.5260
C -3.1109 -0.8125 -0.6459
C -4.4485 -1.0753 -0.8994
C -5.3976 -0.5941 -0.0199
C -4.9842 0.1411 1.0845
C -3.6366 0.3691 1.2509
N -2.7086 -0.0943 0.4011
H -0.4471 -0.2198 -1.2444
H -2.1450 -2.4577 -1.5968
H -2.0962 -0.9679 -2.5326
H -4.7319 -1.6613 -1.7658
H -6.4493 -0.7997 -0.1792
H -5.6942 0.5158 1.8091
H -3.2686 0.9225 2.1101
N -0.9963 -1.3107 2.4779
C -1.4913 -2.3252 3.0327
C -2.4770 -3.2393 2.3271
C -3.7731 -3.3894 2.8158
C -4.7069 -4.1488 2.1186
C -4.3443 -4.7961 0.9429
C -3.0450 -4.6763 0.4646
C -2.1232 -3.8899 1.1464
C -1.1431 -2.7220 4.4531
C -0.6723 -4.0038 4.7282
C -0.2387 -4.3376 6.0053
C -0.3083 -3.4036 7.0301
C -0.8037 -2.1306 6.7699
C -1.2046 -1.7900 5.4850
H -4.0481 -2.9066 3.7490
H -5.7169 -4.2487 2.5014
H -5.0674 -5.4042 0.4106
H -2.7500 -5.2069 -0.4349
H -1.1068 -3.7869 0.7776
H -0.6342 -4.7406 3.9321
H 0.1475 -5.3306 6.2034
H 0.0199 -3.6643 8.0289
H -0.8836 -1.4051 7.5720
H -1.5680 -0.7895 5.2662

No. 5
C4H6N2O in the gas phase. Source: OMol25; level of theory: the ωB97M-V functional and the def2-TZVPD basis.

Values from the calculation:
SMILES = NC1=C[C@@H](O)N=C1
Relative energy (zero: lowest compared OMol25 entry of this formula, charge and spin) = 35.2 kcal/mol
M = 98.105 g/mol
HOMO = -8.63 eV

Cartesian coordinates (Å):
N 0.7554 -0.7200 -1.9714
C 0.2792 -0.2144 -0.7769
C 0.4960 1.1976 -0.3715
N -0.0521 1.5199 0.7349
C -0.8604 0.3538 1.1330
O -0.8659 0.0738 2.4993
C -0.4751 -0.7623 0.1920
H 1.5579 -0.2453 -2.3592
H 0.8410 -1.7248 -2.0205
H 1.0734 1.9147 -0.9585
H -1.8862 0.6742 0.9054
H -0.0053 -0.2935 2.7365
H -0.8580 -1.7735 0.2569

Question: Among the records above, which one has the lowest M?
Answer: C4H6N2O

Repeat the fifth record exactly.
C4H6N2O in the gas phase. Source: OMol25; level of theory: the ωB97M-V functional and the def2-TZVPD basis.

Values from the calculation:
SMILES = NC1=C[C@@H](O)N=C1
Relative energy (zero: lowest compared OMol25 entry of this formula, charge and spin) = 35.2 kcal/mol
M = 98.105 g/mol
HOMO = -8.63 eV

Cartesian coordinates (Å):
N 0.7554 -0.7200 -1.9714
C 0.2792 -0.2144 -0.7769
C 0.4960 1.1976 -0.3715
N -0.0521 1.5199 0.7349
C -0.8604 0.3538 1.1330
O -0.8659 0.0738 2.4993
C -0.4751 -0.7623 0.1920
H 1.5579 -0.2453 -2.3592
H 0.8410 -1.7248 -2.0205
H 1.0734 1.9147 -0.9585
H -1.8862 0.6742 0.9054
H -0.0053 -0.2935 2.7365
H -0.8580 -1.7735 0.2569

Question: Among the records above, which one has the lowest M?
Answer: C4H6N2O